(1)
The following is a DFT calculation (the ωB97M-V functional and the def2-TZVPD basis) of a 2-piece molecular cluster, C24H41F5N2O8S overall.

Last column: Löwdin charge in e.
CARTESIAN COORDINATES (ANGSTROEM)
C1 -2.288 -0.701 7.400  -0.054
C2 -2.904 -1.574 6.325  -0.433
O1 -3.901 -0.856 5.623  -0.033
C3 -1.833 -2.147 5.382  -0.194
N1 -1.515 -1.226 4.312  -0.069
C4 -0.501 -1.713 3.375  -0.173
C5 -0.778 -1.136 1.990  -0.172
O2 0.451 -0.860 1.334  -0.071
C6 0.429 0.238 0.417  -0.422
C7 -0.834 0.353 -0.425  -0.079
C8 -0.639 0.847 -1.855  -0.145
C9 -0.145 2.291 -1.971  -0.060
C10 -1.140 3.268 -2.557  -0.434
F1 -0.455 4.186 -3.312  0.096
F2 -2.042 2.702 -3.380  0.131
C11 -1.895 4.099 -1.488  -0.489
F3 -2.186 3.327 -0.414  0.150
F4 -3.051 4.604 -1.986  0.153
F5 -1.120 5.131 -1.066  0.151
N2 0.637 1.471 1.187  0.179
C12 1.972 1.587 1.547  -0.409
O3 2.358 2.289 2.471  0.079
C13 2.824 0.762 0.597  -0.150
C14 3.664 1.744 -0.231  -0.145
C15 4.848 2.341 0.511  -0.165
C16 5.364 3.565 -0.258  -0.116
C17 6.767 3.920 0.118  -0.485
O4 7.047 4.754 0.958  0.121
O5 7.756 3.182 -0.512  0.064
C18 1.749 0.120 -0.323  -0.185
C19 2.097 -1.303 -0.806  -0.091
C20 2.400 -1.417 -2.286  -0.248
O6 1.338 -2.138 -2.913  -0.070
H1 -3.062 -0.228 7.991  0.081
H2 -1.688 0.084 6.948  0.077
H3 -1.665 -1.277 8.071  0.079
H4 -3.435 -2.392 6.795  0.135
H5 -3.613 0.046 5.501  0.077
H6 -2.233 -3.064 4.974  0.117
H7 -0.943 -2.346 5.988  0.118
H8 -1.279 -0.315 4.670  0.107
H9 0.493 -1.407 3.701  0.123
H10 -0.562 -2.791 3.368  0.114
H11 -1.308 -1.890 1.419  0.125
H12 -1.399 -0.259 2.131  0.119
H13 -1.494 1.043 0.089  0.115
H14 -1.379 -0.581 -0.471  0.108
H15 -1.556 0.665 -2.385  0.087
H16 0.093 0.208 -2.328  0.095
H17 0.200 2.693 -1.027  0.116
H18 0.706 2.319 -2.638  0.129
H19 0.051 1.540 2.009  0.148
H20 3.385 0.051 1.186  0.160
H21 4.036 1.234 -1.114  0.125
H22 3.005 2.558 -0.509  0.127
H23 5.658 1.626 0.595  0.124
H24 4.569 2.660 1.506  0.114
H25 5.364 3.288 -1.312  0.118
H26 4.702 4.411 -0.157  0.127
H27 7.875 3.558 -1.386  0.108
H28 1.798 0.714 -1.223  0.103
H29 2.970 -1.640 -0.261  0.116
H30 1.307 -2.003 -0.574  0.122
H31 3.336 -1.946 -2.445  0.112
H32 2.499 -0.445 -2.772  0.112
H33 1.563 -2.232 -3.836  0.080
C21 -3.980 -3.198 -5.217  -0.220
C22 -3.663 -4.321 -4.220  -0.211
C23 -2.661 -3.761 -3.201  -0.213
S1 -2.970 -1.993 -3.121  0.666
O7 -1.811 -1.305 -3.629  -0.313
O8 -3.536 -1.652 -1.840  -0.318
C24 -4.246 -1.954 -4.374  -0.226
H34 -4.835 -3.442 -5.845  0.115
H35 -3.121 -3.027 -5.869  0.119
H36 -4.579 -4.623 -3.709  0.117
H37 -3.262 -5.202 -4.718  0.113
H38 -2.796 -4.183 -2.209  0.103
H39 -1.631 -3.897 -3.525  0.103
H40 -4.174 -1.022 -4.930  0.109
H41 -5.207 -2.015 -3.865  0.109

Summary:
Orbital gap   9.19 eV
SMILES string   C[C@@H](O)CNCCO[C@@]1(CCCC(F)(F)C(F)(F)F)NC(=O)[C@H](CCCC(=O)O)[C@H]1CCO.O=S1(=O)CCCC1
Energy   -69335.9392 eV
Molecular weight   612.7 g mol⁻¹
LUMO energy   0.36 eV
Maximum force   2.33 eV/A

(2)
The following is a DFT calculation (the ωB97M-V functional and the def2-TZVPD basis) of a 2-piece molecular cluster, C24H41FN4O3 overall.

Last column: Löwdin charge in e.
CARTESIAN COORDINATES (ANGSTROEM)
C1 0.678 7.093 -2.755  -0.137
C2 -0.657 6.153 -2.857  -0.257
C3 -0.209 4.831 -3.668  -0.231
C4 -1.190 3.567 -3.485  -0.224
C5 -2.760 3.906 -3.571  -0.205
C6 -3.457 4.293 -2.175  -0.212
C7 -3.998 3.047 -1.313  -0.211
C8 -2.871 1.946 -0.936  -0.196
C9 -2.916 0.814 -2.077  -0.172
C10 -1.970 -0.448 -1.803  -0.179
C11 -0.388 -0.187 -1.917  0.040
C12 0.492 -1.476 -1.684  0.048
C13 -0.307 -2.817 -1.388  -0.077
C14 0.414 -4.210 -1.160  -0.361
O1 -0.279 -5.186 -0.690  -0.014
N1 1.836 -4.469 -1.502  0.131
C15 1.969 -5.053 -2.863  -0.343
O2 2.982 -5.720 -3.211  0.075
F1 0.926 -4.903 -3.816  0.054
N2 -1.754 -2.731 -1.331  -0.016
N3 -2.570 -1.692 -1.522  0.077
H1 0.434 7.895 -1.965  0.071
H2 0.992 7.520 -3.767  0.076
H3 1.485 6.409 -2.279  0.076
H4 -0.911 5.883 -1.764  0.103
H5 -1.514 6.656 -3.421  0.106
H6 0.017 5.035 -4.788  0.121
H7 0.816 4.519 -3.218  0.105
H8 -0.865 3.007 -2.543  0.077
H9 -0.965 2.851 -4.374  0.114
H10 -2.869 4.798 -4.303  0.112
H11 -3.381 3.050 -4.050  0.109
H12 -4.391 4.929 -2.445  0.115
H13 -2.825 4.943 -1.480  0.095
H14 -4.444 3.435 -0.324  0.110
H15 -4.861 2.504 -1.863  0.113
H16 -3.219 1.477 0.067  0.120
H17 -1.835 2.384 -0.732  0.103
H18 -4.004 0.413 -2.093  0.121
H19 -2.687 1.188 -3.134  0.100
H20 0.050 0.837 -2.164  0.086
H21 1.631 -1.454 -1.759  0.104
H22 2.119 -5.253 -0.873  0.148
H23 -2.222 -3.634 -1.102  0.160
C16 3.804 -1.804 4.442  -0.023
C17 2.885 -1.751 3.205  -0.483
C18 2.807 -3.151 2.555  -0.147
C19 2.019 -4.193 3.344  -0.177
C20 0.923 -3.594 4.222  -0.143
C21 0.426 -2.200 3.778  -0.495
N4 1.581 -1.297 3.720  -0.092
O3 1.254 -0.042 3.364  -0.055
C22 -0.535 -1.711 4.885  -0.035
C23 -0.373 -2.324 2.470  -0.013
C24 3.568 -0.838 2.163  -0.038
H24 3.907 -0.817 4.899  0.090
H25 4.810 -2.148 4.176  0.087
H26 3.421 -2.481 5.210  0.078
H27 2.355 -3.063 1.560  0.096
H28 3.817 -3.540 2.374  0.123
H29 1.581 -4.909 2.640  0.108
H30 2.699 -4.775 3.974  0.110
H31 0.087 -4.300 4.281  0.122
H32 1.310 -3.525 5.245  0.111
H33 -0.003 -1.560 5.829  0.087
H34 -1.326 -2.446 5.068  0.086
H35 -1.024 -0.770 4.619  0.082
H36 -1.218 -3.008 2.601  0.095
H37 0.225 -2.709 1.640  0.059
H38 -0.789 -1.363 2.156  0.084
H39 4.551 -1.236 1.887  0.088
H40 3.737 0.172 2.545  0.082
H41 2.977 -0.765 1.245  0.077

Summary:
Orbital gap   2.46 eV
Energy   -40362.4979 eV
Molecular weight   452.6 g mol⁻¹
LUMO energy   -2.81 eV
Maximum force   6.21 eV/A

(3)
The following is a DFT calculation (the ωB97M-V functional and the def2-TZVPD basis) of one molecule with the formula C24H41NO4.

Last column: Löwdin charge in e.
CARTESIAN COORDINATES (ANGSTROEM)
C1 3.302 2.148 2.155  -0.057
C2 1.872 1.617 2.088  -0.241
H1 1.608 1.132 3.032  0.122
H2 1.171 2.441 1.906  0.118
O1 1.707 0.610 1.103  -0.086
C3 1.558 1.083 -0.209  -0.302
C4 1.991 0.002 -1.211  -0.182
C5 2.156 0.648 -2.598  -0.134
H3 1.718 0.001 -3.359  0.121
H4 1.600 1.588 -2.624  0.123
C6 3.615 0.908 -2.983  -0.170
C7 4.364 1.832 -2.020  -0.271
O2 3.705 3.055 -1.783  -0.071
H5 3.525 3.477 -2.631  0.096
H6 5.375 2.017 -2.414  0.118
H7 4.465 1.365 -1.038  0.111
H8 3.633 1.350 -3.983  0.112
H9 4.157 -0.039 -3.029  0.117
H10 2.957 -0.369 -0.865  0.134
C8 0.985 -1.161 -1.241  -0.215
C9 -0.388 -0.570 -1.342  0.022
C10 -0.672 0.658 -0.920  -0.174
O3 0.238 1.549 -0.421  0.036
C11 -2.073 1.187 -1.069  -0.398
O4 -2.616 1.157 -2.162  0.072
N1 -2.695 1.630 0.047  -0.054
C12 -2.094 1.569 1.362  -0.126
H11 -1.088 1.987 1.298  0.103
C13 -1.999 0.157 1.961  -0.149
C14 -3.264 -0.335 2.668  -0.204
H12 -2.970 -1.045 3.445  0.106
C15 -4.289 -1.052 1.784  -0.203
H13 -3.884 -2.027 1.500  0.106
H14 -5.176 -1.237 2.397  0.109
C16 -4.716 -0.331 0.501  -0.182
C17 -5.050 1.154 0.696  -0.157
H15 -6.053 1.372 0.327  0.109
H16 -5.043 1.400 1.758  0.096
C18 -4.072 2.063 -0.059  -0.143
H17 -4.156 3.092 0.308  0.126
H18 -4.308 2.050 -1.126  0.120
H19 -5.583 -0.858 0.100  0.109
H20 -3.925 -0.423 -0.243  0.102
H21 -3.734 0.507 3.182  0.099
H22 -1.187 0.178 2.691  0.111
H23 -1.710 -0.546 1.179  0.098
H24 -2.679 2.213 2.022  0.131
H25 -1.180 -1.161 -1.773  0.132
H26 1.173 -1.760 -2.140  0.151
C19 1.114 -2.111 -0.026  -0.279
C20 2.406 -2.930 -0.097  -0.158
C21 2.543 -3.840 1.120  -0.199
C22 1.355 -4.790 1.216  -0.211
C23 0.057 -3.993 1.272  -0.200
C24 -0.070 -3.079 0.057  -0.165
H27 -0.109 -3.684 -0.852  0.128
H28 -1.006 -2.523 0.129  0.094
H29 -0.797 -4.673 1.313  0.108
H30 0.045 -3.386 2.180  0.114
H31 1.448 -5.420 2.103  0.106
H32 1.342 -5.444 0.341  0.113
H33 3.473 -4.410 1.052  0.108
H34 2.591 -3.226 2.022  0.115
H35 2.397 -3.539 -1.006  0.124
H36 3.274 -2.271 -0.145  0.107
H37 1.132 -1.501 0.880  0.139
H38 2.175 1.980 -0.354  0.143
H39 3.573 2.655 1.233  0.064
H40 3.388 2.854 2.977  0.076
H41 3.994 1.326 2.320  0.079

Summary:
Orbital gap   9.27 eV
SMILES string   CCO[C@@H]1OC(C(=O)N2CCCCCCC2)=C[C@H](C2CCCCC2)[C@H]1CCCO
Relative energy (zero: lowest compared OMol25 entry of this formula, charge and spin)   2.8 kcal per mole
Energy   -35233.8291 eV
Molecular weight   407.6 g mol⁻¹
LUMO energy   0.73 eV
Maximum force   0.75 eV/A

Among the records above, which one has the highest molecular weight? C24H41F5N2O8S

Among the records above, which one has the lowest molecular weight? C24H41NO4